(1)
Computed, not measured: a single C5H9NO molecule, with ωB97M-V/def2-TZVPD.

Geometry as ORCA input:
```
! RIJCOSX wB97M-V def2-TZVPD def2/J DEFGRID3
* xyz 0 1
C -2.564 -0.015 0.286
C -1.405 0.771 0.890
N -0.136 0.155 0.510
C 0.549 0.715 -0.451
C 1.626 -0.145 -0.977
C 2.835 -0.459 -0.213
O 1.866 -1.465 -0.446
H -3.505 0.537 0.376
H -2.692 -0.991 0.766
H -2.364 -0.182 -0.778
H -1.504 0.876 1.977
H 0.066 -0.790 0.857
H -1.328 1.758 0.431
H 1.725 -0.079 -2.060
H 3.778 -0.573 -0.746
H 2.914 -0.121 0.821
*
```

The LUMO energy is 1.1 eV. The total energy is -325.798150 Ha. The value obtained for the HOMO-LUMO gap is 9.5 eV. Its energy relative to the best compared isomer or geometry (same formula, charge and spin) is 366.01 kJ/mol. The value obtained for the HOMO energy is -8.37 eV.

(2)
Computed, not measured: a single C5H9NO molecule at a distorted geometry, with ωB97M-V/def2-TZVPD.

Geometry as ORCA input:
```
! RIJCOSX wB97M-V def2-TZVPD def2/J DEFGRID3
* xyz 0 1
C 1.229 -0.845 0.968
C -0.088 0.282 1.743
O -0.256 0.720 2.849
C -0.876 0.707 0.517
C -1.444 -0.477 -0.215
N -0.196 0.081 -0.529
C 0.351 0.608 -1.712
H 2.113 -0.256 1.193
H 1.164 -1.763 1.536
H 1.422 -1.197 -0.083
H -1.286 1.707 0.377
H -2.231 -0.345 -0.951
H -1.449 -1.425 0.337
H 0.891 -0.199 -2.223
H 1.081 1.384 -1.450
H -0.425 1.019 -2.360
*
```

The SMILES is CC(=O)[C@@H]1CN1C. The LUMO energy is 0.8 eV. The total energy is -325.757523 Ha. The value obtained for the HOMO-LUMO gap is 9.2 eV. Its energy relative to the best compared isomer or geometry (same formula, charge and spin) is 472.67 kJ/mol. The value obtained for the HOMO energy is -8.41 eV.

(3)
Computed, not measured: a single C5H9NO molecule, with ωB97M-V/def2-TZVPD.

Geometry as ORCA input:
```
! RIJCOSX wB97M-V def2-TZVPD def2/J DEFGRID3
* xyz 0 1
C 1.799 -0.036 0.210
C 0.422 0.588 0.056
C -0.568 -0.184 -0.841
O -0.310 -1.577 -0.869
C -1.904 0.014 -0.108
C -1.606 0.325 1.352
N -0.324 0.618 1.332
H 2.323 -0.064 -0.753
H 2.423 0.547 0.897
H 1.711 -1.055 0.598
H 0.518 1.619 -0.313
H 0.160 0.901 2.176
H -0.572 0.226 -1.861
H 0.499 -1.726 -1.375
H -2.547 -0.864 -0.222
H -2.460 0.874 -0.508
*
```

The LUMO energy is 0.7 eV. The total energy is -325.846084 Ha. The value obtained for the HOMO-LUMO gap is 8.8 eV. Its energy relative to the best compared isomer or geometry (same formula, charge and spin) is 240.16 kJ/mol. The value obtained for the HOMO energy is -8.14 eV.